<1>
This record from the OMol25 dataset describes 2 unconnected molecules or ions with the total composition C3H4O2S. The level of theory is ωB97M-V with the def2-TZVPD basis set.

Last column: Löwdin charge in e.
Positions of all 10 atoms, in Å:
C -0.43481 -0.08228 0.59008  -0.669
C 0.37587 -1.14753 -0.21444  -0.066
C 0.64836 0.86681 0.18042  -0.619
H -0.97508 1.77228 -0.92373  0.187
H -0.41881 -0.59180 1.56652  0.118
H 0.14711 -1.16140 -1.34336  0.149
H 0.62826 -2.11777 0.40901  0.161
O 1.40018 -0.05164 -0.18959  0.073
O 0.63216 2.12057 0.01879  0.017
S -2.00324 0.39274 -0.09370  0.649

Its LUMO energy is -0.007 Eh.

<2>
This record from the OMol25 dataset describes a single C3H4O2S molecule. The level of theory is ωB97M-V with the def2-TZVPD basis set.

Last column: Löwdin charge in e.
Positions of all 10 atoms, in Å:
O -1.59647 0.31575 1.19020  0.060
C -0.52141 0.14305 0.54169  -0.383
C -0.13806 -1.28678 0.19501  -0.559
S 1.10071 -1.58997 -0.78851  0.786
C 0.28373 1.23202 -0.15080  -0.271
O -0.31039 2.47895 -0.06500  -0.018
H -0.87015 -2.03175 0.62707  0.089
H 0.52218 1.00079 -1.21331  0.107
H 1.32631 1.21470 0.22496  0.128
H -1.08033 2.36836 0.46053  0.059

Its LUMO energy is -0.067 Eh. Its SMILES is O=C(C=S)CO.

Of them, the most stable is <2> and the least stable is <1>.

<1>
This record from the OMol25 dataset describes 2 unconnected molecules or ions with the total composition C2H4O2. The level of theory is ωB97M-V with the def2-TZVPD basis set.

Last column: Löwdin charge in e.
Positions of all 8 atoms, in Å:
C -0.94063 2.46557 -0.54110  -0.110
O -1.01374 1.26713 -0.88117  -0.050
H -0.32014 3.23215 -1.06342  0.081
H -1.63645 2.83487 0.24941  0.078
C 0.95946 -2.44873 0.56999  -0.149
O 0.88953 -2.86753 -0.55811  -0.013
H 1.91994 -2.57808 1.12336  0.079
H 0.14202 -1.90539 1.10104  0.083

Its LUMO energy is 0.018 Eh. Its SMILES is C=O.C=O.

<2>
This record from the OMol25 dataset describes a single C2H4O2 molecule. The level of theory is ωB97M-V with the def2-TZVPD basis set.

Last column: Löwdin charge in e.
Positions of all 8 atoms, in Å:
C -1.03169 -0.11976 0.07385  -0.059
O 0.26572 -0.60008 0.41137  -0.079
C 1.32635 0.10539 -0.01284  -0.361
O 1.42787 1.29947 -0.09569  0.084
H -0.94324 0.72827 -0.60785  0.090
H -1.58383 0.17577 0.96683  0.091
H -1.53673 -0.95580 -0.42134  0.093
H 2.07556 -0.63324 -0.31433  0.142

Its LUMO energy is 0.035 Eh. Its SMILES is COC=O.

<3>
This record from the OMol25 dataset describes a single C2H4O2 molecule. The level of theory is ωB97M-V with the def2-TZVPD basis set.

Last column: Löwdin charge in e.
Positions of all 8 atoms, in Å:
C 0.94908 -0.32129 -0.00255  -0.134
O 0.15383 0.80295 -0.02589  -0.092
C -1.17109 0.54633 0.02597  -0.323
O -1.73352 -0.54322 -0.00868  0.046
H 0.39549 -1.14036 -0.69379  0.132
H 2.01456 -0.10776 -0.40076  0.107
H 1.09828 -0.71359 1.11403  0.129
H -1.70663 1.47694 -0.00834  0.134

Its LUMO energy is 0.033 Eh. Its SMILES is COC=O.

Of them, the most stable is <2> and the least stable is <1>.

<1>
This record from the OMol25 dataset describes 2 unconnected molecules or ions with the total composition CH4IPS. The level of theory is ωB97M-V with the def2-TZVPD basis set.

Last column: Löwdin charge in e.
Positions of all 8 atoms, in Å:
C 1.08653 -0.90213 0.08437  -0.479
P 0.88542 0.90744 0.51005  0.469
S -0.89398 1.41912 -0.45554  0.230
I -3.96976 -0.19577 -0.14227  -0.024
H 0.45340 -1.51184 0.81674  0.041
H 2.19693 -1.19249 0.26641  0.047
H 0.79427 -1.09205 -0.95250  0.007
H -0.55281 2.56773 -0.12728  -0.292

Its LUMO energy (spin up / spin down) is -0.106 / -0.034 Eh.

<2>
This record from the OMol25 dataset describes 2 unconnected molecules or ions with the total composition CH4IPS. The level of theory is ωB97M-V with the def2-TZVPD basis set.

Last column: Löwdin charge in e.
Positions of all 8 atoms, in Å:
C 0.05866 -0.53822 0.59588  -0.456
P -0.18117 1.01161 0.04736  0.707
H -0.66827 -1.31285 0.40566  -0.017
H 0.91901 -0.83883 1.16939  -0.014
H 0.99648 1.57541 0.54959  -0.149
S -0.73943 -0.52640 -3.33088  -0.027
I 1.57021 -0.14143 -3.03786  0.293
H -1.11672 0.09453 -2.20626  -0.338

Its LUMO energy is -0.022 Eh. Its SMILES is C=P.SI.

<3>
This record from the OMol25 dataset describes 2 unconnected molecules or ions with the total composition CH4IPS. The level of theory is ωB97M-V with the def2-TZVPD basis set.

Last column: Löwdin charge in e.
Positions of all 8 atoms, in Å:
C -1.62958 0.05448 0.13546  -0.531
P 4.58905 -0.00094 -1.03427  0.110
S -0.91317 -1.59476 -0.12216  0.464
I 2.65257 -0.13004 0.42986  0.169
H -2.07558 -0.05326 1.04227  -0.039
H -2.38190 0.27689 -0.66614  0.040
H -0.72173 0.68704 0.07453  0.010
H 5.05266 -1.41096 -0.83919  -0.222

Its LUMO energy (spin up / spin down) is -0.060 / -0.065 Eh.

<4>
This record from the OMol25 dataset describes 2 unconnected molecules or ions with the total composition CH4IPS. The level of theory is ωB97M-V with the def2-TZVPD basis set.

Last column: Löwdin charge in e.
Positions of all 8 atoms, in Å:
C 0.23350 0.06939 0.56626  -0.554
P -4.76747 -1.17818 1.08682  0.173
S -0.46116 -1.26920 -0.50441  0.433
I -4.12939 0.56608 -0.43365  0.188
H 1.30759 -0.24296 1.05786  0.092
H -0.45728 0.22151 1.42645  0.015
H 0.31472 0.94134 -0.03600  -0.023
H -5.21670 -1.99539 0.14562  -0.324

Its LUMO energy (spin up / spin down) is -0.058 / -0.068 Eh.

Of them, the most stable is <2> and the least stable is <4>.

<1>
This record from the OMol25 dataset describes 2 unconnected molecules or ions with the total composition CH5NO2S. The level of theory is ωB97M-V with the def2-TZVPD basis set.

Last column: Löwdin charge in e.
Positions of all 10 atoms, in Å:
C 3.45093 0.01402 0.92623  -0.170
O 2.48738 -0.59545 0.58875  0.005
H 3.34857 1.05412 1.24200  0.065
H 4.55404 -0.30374 1.01259  0.096
N -2.37342 -0.18447 -1.58320  -0.418
S -1.88542 -0.60357 -0.08737  0.744
O -2.83505 0.19956 0.92568  -0.498
H -1.72368 0.44042 -2.14958  0.050
H -2.61671 -0.95815 -2.30217  0.073
H -2.40662 0.93727 1.42706  0.053

Its LUMO energy is 0.032 Eh. Its SMILES is C=O.NSO.

<2>
This record from the OMol25 dataset describes 2 unconnected molecules or ions with the total composition CH5NO2S. The level of theory is ωB97M-V with the def2-TZVPD basis set.

Last column: Löwdin charge in e.
Positions of all 10 atoms, in Å:
C -0.33423 -0.90978 -0.31596  -0.022
N -0.68324 -0.14942 0.69901  -0.094
O -1.43745 0.80528 0.91237  -0.082
O -2.18199 1.44333 -0.26365  -0.041
H -0.68346 -0.79831 -1.34950  0.086
H 0.31996 -1.63048 -0.05695  0.009
H -3.06816 1.68931 0.07575  0.085
S 2.62840 0.42258 -0.07983  0.515
H 2.02789 -0.29648 0.84749  -0.234
H 3.41229 -0.57602 -0.46873  -0.223

Its LUMO energy is 0.025 Eh. Its SMILES is C=NOO.S.

Of them, the most stable is <1> and the least stable is <2>.